Record 1
The following is a quantum chemistry calculation of an isolated ion of composition CH6N2PS and charge +1 at a distorted geometry, from the Open Molecules 2025 dataset.

SMILES: N[C@]1([NH3+])PS1
Max |F|, eV Å⁻¹: 4.44
Net charge: +1
Energy above the lowest of the compared OMol25 structures with the same formula, charge and spin, eV: 1.315
E_LUMO, Ha: -0.1427

Geometry as XYZ:
```
11
Properties=species:S:1:pos:R:3:lowdin_charge:R:1
N 0.68848 0.58777 -1.04246 0.064
C -0.11105 -0.08203 -0.12539 -1.039
N 0.30356 0.28471 1.35777 0.126
P -0.85528 -1.76344 -0.25151 0.705
S -1.98422 -0.02833 -0.10016 0.552
H 0.52775 0.33077 -1.92662 0.039
H 0.79362 1.60316 -1.06132 0.125
H 1.26535 -0.06852 1.20421 0.155
H -0.26721 -0.42365 1.85692 0.112
H 0.24282 1.34220 1.72684 0.238
H -0.60382 -1.78264 -1.63828 -0.077
```

Record 2
The following is a quantum chemistry calculation of C23H56InO11 as an isolated structure, from the Open Molecules 2025 dataset.

Max |F|, eV Å⁻¹: 0.61
Net charge: -1
E_LUMO, Ha: 0.0792

Geometry as XYZ:
```
91
Properties=species:S:1:pos:R:3:lowdin_charge:R:1
C 1.49544 -0.08352 -0.88762 -0.049
C 2.27226 1.18977 -1.19233 -0.272
O 1.46128 2.28692 -1.56246 -0.150
C 0.67096 2.81466 -0.51093 -0.188
C -0.82645 2.70984 -0.81432 -0.263
O -1.45200 2.06703 0.25056 -0.269
C -2.87261 1.93354 0.05838 -0.358
In -3.54492 0.66358 -1.68791 0.221
H 2.08058 -0.67930 -0.19623 0.051
H 1.29259 -0.64887 -1.78530 0.074
H 0.54339 0.12412 -0.41395 0.072
H 2.90766 0.99067 -2.04904 0.109
H 2.92842 1.44798 -0.35909 0.105
H 0.93749 3.85919 -0.34895 0.113
H 0.82418 2.28616 0.42558 0.117
H -1.24906 3.70752 -0.99616 0.113
H -0.92667 2.15919 -1.74943 0.090
H -3.33967 2.92247 0.00934 0.020
H -3.23603 1.46954 0.96845 0.017
H -5.30232 0.37929 -1.64702 -0.167
H -2.64170 -0.89263 -1.59362 -0.158
H -3.07388 1.54739 -3.18472 -0.128
C -5.12724 5.61131 -8.47975 -0.127
O -5.37198 5.64945 -7.09650 -0.195
C -6.19580 4.58034 -6.65442 -0.206
C -5.93247 4.23127 -5.20544 -0.189
O -4.76165 3.47321 -4.98749 -0.135
C -3.50546 4.12429 -5.03570 -0.197
C -3.19999 4.96095 -3.81669 -0.198
O -3.90059 6.20223 -3.83904 -0.201
C -4.14221 6.70341 -2.54713 -0.124
H -6.05284 5.74959 -9.05380 0.084
H -4.44152 6.42362 -8.71642 0.084
H -4.66098 4.66296 -8.77234 0.087
H -6.02505 3.68849 -7.26828 0.125
H -7.24676 4.88593 -6.76300 0.123
H -6.74534 3.57570 -4.88276 0.129
H -5.96076 5.12410 -4.57658 0.122
H -3.37848 4.69611 -5.95875 0.120
H -2.78049 3.30858 -5.04329 0.109
H -2.12184 5.16967 -3.78950 0.129
H -3.46587 4.38358 -2.92508 0.116
H -4.69631 5.97960 -1.93843 0.089
H -4.74394 7.60619 -2.64986 0.081
H -3.20553 6.95875 -2.03608 0.085
C 3.69268 0.45713 5.25723 -0.119
O 4.10825 -0.63606 4.47260 -0.201
C 3.13861 -1.01003 3.50066 -0.190
C 3.79331 -1.66133 2.30432 -0.177
O 4.43313 -0.74628 1.42424 -0.133
C 5.68003 -0.19914 1.81341 -0.185
C 6.85037 -1.14396 1.65261 -0.204
O 6.88877 -2.10666 2.69440 -0.196
C 7.51151 -3.30747 2.30637 -0.121
H 2.81085 0.20451 5.85774 0.088
H 4.51302 0.71436 5.92583 0.084
H 3.46291 1.32747 4.63159 0.089
H 2.57416 -0.13301 3.16545 0.130
H 2.44251 -1.72111 3.96415 0.126
H 3.00015 -2.11664 1.70842 0.124
H 4.47209 -2.46041 2.60853 0.117
H 5.64253 0.21087 2.82414 0.122
H 5.84329 0.63338 1.12454 0.128
H 7.78323 -0.56322 1.67928 0.126
H 6.77424 -1.63816 0.67714 0.126
H 7.01741 -3.74468 1.43065 0.088
H 7.42706 -4.00567 3.13759 0.085
H 8.57393 -3.15222 2.08142 0.086
C -2.26084 -3.40155 2.37290 -0.094
O -1.39670 -4.13520 3.21987 -0.203
C -1.99938 -5.28064 3.78542 -0.215
C -0.95301 -6.31616 4.13268 -0.187
O -0.46313 -7.05685 3.02492 -0.128
C 0.40850 -6.40154 2.11718 -0.183
C 1.80831 -6.17601 2.63919 -0.204
O 1.83620 -5.08698 3.54423 -0.203
C 2.90395 -5.13667 4.45840 -0.115
H -3.10408 -2.98367 2.93328 0.089
H -1.68606 -2.58556 1.94151 0.092
H -2.63901 -4.02828 1.55829 0.091
H -2.72887 -5.72033 3.09501 0.127
H -2.52340 -4.98441 4.70590 0.126
H -1.42680 -7.06459 4.77283 0.124
H -0.13877 -5.86205 4.70131 0.120
H -0.02212 -5.46630 1.75671 0.125
H 0.48230 -7.08155 1.26536 0.127
H 2.46558 -5.94359 1.78968 0.128
H 2.17073 -7.09134 3.12312 0.126
H 2.89963 -6.07070 5.03371 0.086
H 2.78090 -4.30274 5.14734 0.086
H 3.86617 -5.02874 3.94195 0.084
```

The frontier orbital gap results, record by record, are as follows: 9.6; 6.2 eV.
The HOMO energy results, record by record, are as follows: -13.5; -4.1 eV.